Entry from the OMol25 dataset: a molecular structure, C17H32AlFN4O3PS (ωB97M-V/def2-TZVPD).

Positions of all 60 atoms, in Å:
S (3.49136, 0.15704, -3.60188)
P (3.59325, 1.34876, -2.03694)
Al (3.16996, 0.37981, 1.76954)
F (-0.17081, 0.81864, 2.91192)
O (-4.49445, -0.17289, -2.28752)
O (2.01721, -0.65525, 0.90890)
O (2.99008, 1.66126, 0.48924)
N (-6.27018, -0.79082, -1.05294)
N (2.22659, 4.16563, -0.70361)
N (0.75808, 3.40933, 1.05796)
N (-0.16271, 4.05951, -0.96839)
C (1.59029, -0.07108, 4.27980)
C (-0.32077, -4.78604, 0.44448)
C (-5.65147, -0.52786, -2.23919)
C (-0.89631, -2.49889, -0.16322)
C (0.87215, -0.97445, -1.19477)
C (-6.49527, -0.71142, -3.48116)
C (1.34036, -3.32534, -0.47745)
C (1.01367, 3.41153, -0.38195)
C (1.08111, 1.99725, -0.99737)
C (0.34872, -0.37368, 3.45380)
C (-1.96775, -1.43767, -0.22263)
C (0.98732, -4.56488, 0.02945)
C (2.34272, 1.15914, -0.64537)
C (2.09780, -0.39254, -0.46361)
C (-1.24222, -3.75523, 0.34669)
C (2.54800, 0.91345, 3.59368)
C (0.41561, -2.28174, -0.59030)
H (0.03703, 4.23693, -1.94890)
H (3.45258, 1.00631, 4.20746)
H (0.98806, 2.08389, -2.08623)
H (-0.24527, 4.97316, -0.52844)
H (1.15617, -1.16526, -2.23563)
H (-2.70557, -1.62078, 0.56215)
H (2.93655, 3.94949, -0.01289)
H (0.04776, -0.27467, -1.23905)
H (4.69878, -0.15282, 1.70133)
H (1.41711, 2.77774, 1.49605)
H (2.10912, -1.01580, 4.47283)
H (-6.01418, -1.44978, -4.11974)
H (-7.22355, -1.09103, -0.99190)
H (-6.52948, 0.23379, -4.01955)
H (0.55531, -1.05465, 2.62762)
H (2.00748, 5.15113, -0.60230)
H (0.18251, 1.49338, -0.65259)
H (4.81225, 1.31014, -1.34540)
H (-0.44881, -0.79283, 4.07508)
H (-1.57327, -0.43375, -0.07501)
H (-0.16910, 3.02674, 1.21083)
H (-0.60264, -5.74965, 0.85195)
H (2.36282, -3.15026, -0.78882)
H (-7.51239, -1.03582, -3.26282)
H (-2.50328, -1.45471, -1.17469)
H (3.48071, 2.68862, -2.41564)
H (-5.73051, -0.68496, -0.21075)
H (2.96752, -0.91444, -0.89240)
H (1.26472, 0.30492, 5.25937)
H (2.09328, 1.90794, 3.57053)
H (-2.26027, -3.91979, 0.68652)
H (1.73625, -5.34473, 0.10390)

LUMO energy	2.2	eV
charge	-1
HOMO energy	-5.1	eV